{
  "formula": "C40H34Br2O3P2S2Ta",
  "method": "wB97M-V/def2-TZVPD",
  "species": ["Ta", "S", "P", "C", "P", "S", "C", "C", "C", "C", "C", "C", "C", "C", "C", "C", "C", "C", "C", "C", "C", "C", "C", "C", "C", "C", "C", "C", "C", "C", "H", "H", "H", "H", "H", "H", "H", "H", "H", "H", "H", "H", "H", "H", "H", "H", "H", "H", "H", "H", "C", "C", "O", "H", "H", "H", "H", "H", "H", "Br", "C", "C", "C", "C", "C", "C", "C", "O", "O", "H", "H", "H", "H", "Br", "C", "C", "C", "C", "C", "C", "H", "H", "H", "H"],
  "xyz": [[0.175, -0.657, -0.119], [-1.836, 1.001, -0.445], [-1.079, 1.062, -2.325], [0.303, 0.097, -2.059], [1.299, -0.969, -2.936], [1.832, -2.107, -1.330], [0.456, -1.883, -4.227], [0.067, -3.203, -4.029], [-0.651, -3.862, -5.016], [-0.990, -3.202, -6.187], [-0.610, -1.879, -6.383], [0.116, -1.219, -5.407], [2.743, -0.209, -3.690], [3.249, 0.963, -3.131], [4.400, 1.534, -3.649], [5.050, 0.932, -4.719], [4.554, -0.240, -5.271], [3.400, -0.815, -4.758], [-2.222, 0.384, -3.535], [-2.683, -0.920, -3.342], [-3.539, -1.490, -4.266], [-3.940, -0.763, -5.382], [-3.488, 0.532, -5.574], [-2.626, 1.111, -4.651], [-0.719, 2.749, -2.838], [-1.500, 3.806, -2.381], [-1.229, 5.096, -2.812], [-0.182, 5.329, -3.695], [0.599, 4.275, -4.150], [0.332, 2.983, -3.721], [0.331, -3.711, -3.109], [-0.943, -4.894, -4.872], [-1.550, -3.719, -6.955], [-0.877, -1.365, -7.297], [0.422, -0.191, -5.566], [2.731, 1.423, -2.297], [4.793, 2.446, -3.220], [5.949, 1.378, -5.123], [5.065, -0.708, -6.102], [3.012, -1.729, -5.190], [-2.371, -1.482, -2.469], [-3.896, -2.500, -4.119], [-4.614, -1.210, -6.102], [-3.807, 1.097, -6.440], [-2.278, 2.124, -4.801], [-2.309, 3.622, -1.684], [-1.834, 5.920, -2.458], [0.026, 6.337, -4.027], [1.417, 4.458, -4.834], [0.948, 2.161, -4.067], [0.326, 3.189, 1.688], [1.065, 2.500, 0.573], [1.108, 1.053, 0.798], [0.315, 4.263, 1.497], [0.815, 3.026, 2.650], [-0.702, 2.834, 1.745], [2.101, 2.828, 0.488], [0.573, 2.618, -0.388], [1.608, 0.819, 1.597], [-5.174, -2.642, 4.933], [-4.407, -3.120, 3.277], [-4.877, -4.236, 2.598], [-4.317, -4.592, 1.379], [-3.291, -3.839, 0.836], [-2.831, -2.723, 1.529], [-3.383, -2.354, 2.754], [-1.746, -1.913, 0.980], [-1.259, -0.918, 1.577], [-1.211, -2.196, -0.170], [-5.679, -4.823, 3.024], [-4.687, -5.465, 0.857], [-2.841, -4.105, -0.110], [-3.011, -1.485, 3.278], [4.505, -2.995, 4.795], [3.337, -2.396, 3.438], [2.021, -2.824, 3.423], [1.163, -2.363, 2.434], [1.583, -1.489, 1.424], [2.936, -1.111, 1.464], [3.805, -1.534, 2.459], [1.665, -3.507, 4.183], [0.139, -2.713, 2.478], [3.346, -0.482, 0.678], [4.838, -1.217, 2.464]],
  "forces_ev_per_a": [[-0.15, 0.00, 0.11], [0.02, 0.00, -0.02], [-0.01, -0.04, 0.03], [0.04, 0.05, -0.02], [0.06, 0.02, 0.08], [0.01, -0.01, -0.08], [-0.03, -0.06, -0.02], [0.02, 0.02, -0.01], [-0.01, -0.01, 0.00], [0.00, -0.01, 0.00], [0.01, 0.01, 0.01], [-0.01, -0.01, 0.00], [-0.01, -0.01, -0.02], [0.00, -0.01, -0.01], [0.01, 0.00, 0.00], [0.00, 0.01, 0.01], [-0.01, -0.01, 0.00], [0.01, 0.01, 0.00], [-0.03, 0.03, -0.05], [0.01, 0.00, 0.00], [0.00, -0.01, 0.00], [-0.01, 0.00, 0.00], [0.01, 0.02, 0.00], [0.00, -0.02, 0.01], [-0.01, -0.03, 0.01], [0.00, 0.01, 0.01], [0.01, 0.02, -0.01], [-0.01, -0.01, 0.01], [-0.01, -0.01, 0.01], [0.00, 0.02, -0.01], [0.00, 0.00, 0.00], [0.00, 0.00, 0.00], [0.00, 0.00, 0.00], [0.00, 0.00, 0.00], [0.00, 0.00, 0.00], [0.00, 0.00, 0.00], [0.00, 0.00, 0.00], [0.00, 0.00, 0.00], [0.00, 0.00, 0.00], [0.00, 0.00, -0.01], [0.00, 0.00, 0.00], [0.00, 0.00, 0.00], [0.00, 0.00, 0.00], [0.00, 0.00, 0.00], [0.00, 0.00, 0.00], [0.00, 0.00, 0.00], [0.00, 0.00, 0.00], [0.00, 0.00, 0.00], [0.00, 0.00, 0.00], [0.00, 0.00, -0.01], [0.00, 0.02, 0.01], [0.01, -0.06, 0.00], [-0.04, 0.03, 0.01], [-0.01, 0.00, 0.00], [0.00, 0.00, 0.00], [0.00, 0.00, -0.01], [0.00, 0.01, 0.00], [0.00, 0.02, 0.00], [0.01, 0.00, -0.01], [0.00, 0.00, -0.01], [0.00, 0.01, 0.00], [0.00, 0.00, 0.00], [0.00, 0.00, 0.00], [0.00, 0.00, 0.01], [-0.01, -0.01, -0.01], [-0.01, -0.01, 0.00], [0.02, 0.02, -0.03], [0.04, 0.04, 0.02], [0.02, 0.01, 0.01], [0.00, 0.00, 0.00], [0.00, 0.00, 0.00], [0.00, 0.00, 0.00], [0.00, 0.00, 0.00], [-0.01, 0.00, -0.01], [0.00, 0.00, 0.01], [0.00, -0.01, 0.00], [0.00, 0.00, -0.01], [0.03, -0.02, 0.00], [-0.02, -0.01, -0.01], [0.02, 0.00, 0.01], [0.00, 0.00, 0.00], [0.00, -0.01, 0.01], [0.00, 0.01, 0.00], [0.00, 0.00, -0.01]],
  "homo_lumo_gap_ev": 7.75,
  "e_tot_ev": -230058.4755,
  "multiplicity": 1,
  "total_charge": 1,
  "de_lowest_ev": 0.098,
  "e_homo_ev": -10.894
}

=====

{
  "formula": "C40H34ClCrN16O3",
  "method": "wB97M-V/def2-TZVPD",
  "species": ["Cr", "C", "C", "N", "C", "C", "N", "C", "C", "C", "C", "C", "N", "C", "C", "N", "C", "C", "N", "C", "C", "C", "N", "C", "C", "H", "H", "H", "H", "H", "H", "H", "H", "H", "H", "H", "H", "C", "N", "C", "N", "C", "N", "C", "C", "C", "C", "C", "C", "C", "N", "N", "C", "O", "C", "C", "C", "C", "C", "C", "N", "C", "N", "C", "N", "C", "H", "H", "H", "H", "H", "H", "H", "H", "H", "H", "H", "H", "H", "H", "H", "H", "N", "N", "H", "H", "H", "H", "Cl", "C", "C", "O", "O", "H", "H"],
  "xyz": [[-0.117, 1.105, -1.093], [-0.926, 0.479, 3.803], [-0.459, -0.005, 2.579], [-1.065, 0.316, 1.450], [-2.126, 1.120, 1.520], [-2.522, 1.680, 2.728], [-1.926, 1.344, 3.865], [-2.850, 1.312, 0.245], [-4.230, 1.442, 0.244], [-4.953, 1.483, -0.945], [-4.190, 1.447, -2.119], [-2.820, 1.342, -2.058], [-2.144, 1.245, -0.893], [-1.978, 1.231, -3.265], [-2.427, 1.380, -4.575], [-1.630, 1.213, -5.618], [-0.370, 0.867, -5.375], [0.112, 0.740, -4.084], [-0.682, 0.949, -3.030], [-6.433, 1.509, -0.974], [-7.180, 1.380, 0.195], [-8.565, 1.376, 0.116], [-9.228, 1.486, -1.028], [-8.523, 1.614, -2.146], [-7.137, 1.633, -2.169], [-0.477, 0.174, 4.740], [0.407, -0.651, 2.509], [-3.306, 2.427, 2.789], [-4.731, 1.477, 1.198], [-4.669, 1.469, -3.084], [-3.452, 1.648, -4.790], [0.273, 0.701, -6.229], [1.142, 0.486, -3.888], [-6.719, 1.272, 1.165], [-9.166, 1.278, 1.012], [-9.091, 1.706, -3.064], [-6.645, 1.756, -3.124], [5.490, 0.729, -1.163], [4.125, 1.163, -1.493], [2.991, 0.477, -1.524], [1.970, 1.303, -1.758], [2.592, 2.517, -1.884], [3.883, 2.465, -1.737], [5.649, 0.521, 0.325], [6.465, 1.348, 1.088], [6.593, 1.133, 2.456], [5.900, 0.106, 3.077], [5.078, -0.718, 2.313], [4.965, -0.511, 0.944], [4.312, -1.804, 2.909], [4.212, -2.188, 4.137], [3.325, -3.246, 4.147], [2.950, -3.425, 2.925], [3.540, -2.544, 2.084], [1.973, -4.338, 2.346], [1.334, -5.327, 3.088], [0.369, -6.110, 2.477], [0.012, -5.899, 1.149], [0.652, -4.915, 0.408], [0.260, -4.603, -1.020], [-0.201, -3.212, -1.118], [0.488, -2.084, -1.229], [-0.329, -1.044, -1.097], [-1.552, -1.636, -0.923], [-1.505, -2.937, -0.937], [1.642, -4.157, 1.008], [6.142, 1.524, -1.514], [5.712, -0.179, -1.722], [2.931, -0.579, -1.349], [2.105, 3.438, -2.140], [7.003, 2.162, 0.617], [7.242, 1.772, 3.040], [5.989, -0.074, 4.140], [4.332, -1.176, 0.372], [1.597, -5.469, 4.127], [-0.126, -6.888, 3.043], [-0.772, -6.496, 0.699], [-0.577, -5.219, -1.334], [1.091, -4.745, -1.710], [1.552, -2.048, -1.375], [-2.477, -1.115, -0.770], [2.161, -3.389, 0.449], [-1.298, 3.837, -0.360], [-0.375, 3.344, -1.350], [-1.318, 4.852, -0.391], [-0.908, 3.564, 0.539], [0.516, 3.819, -1.237], [-0.744, 3.604, -2.261], [1.627, 1.572, 3.790], [2.418, 1.843, 2.216], [1.546, 1.230, 1.140], [1.692, 0.056, 0.810], [0.652, 1.999, 0.602], [3.385, 1.348, 2.237], [2.526, 2.916, 2.084]],
  "forces_ev_per_a": [[1.06, 0.67, 0.87], [-0.71, 0.02, -0.09], [-0.63, -0.50, -0.07], [-0.25, -0.49, 0.19], [-0.08, 0.13, 0.17], [0.00, 0.00, -0.31], [0.14, -0.14, 0.29], [0.07, 0.01, 0.25], [-0.13, 0.10, -0.12], [0.15, 0.02, 0.06], [0.06, 0.04, -0.07], [-0.08, -0.07, -0.04], [-0.36, -0.04, -0.01], [0.10, -0.06, 0.10], [-0.03, -0.02, 0.02], [0.06, -0.05, 0.02], [-0.14, 0.01, -0.08], [0.04, 0.01, 0.11], [-0.37, 0.09, -0.88], [-0.08, 0.01, 0.02], [0.03, 0.00, 0.03], [0.07, 0.02, -0.06], [-0.13, 0.01, -0.02], [0.05, 0.00, 0.09], [0.02, 0.03, -0.05], [-0.02, -0.04, -0.03], [-0.19, -0.01, 0.11], [-0.06, -0.06, -0.02], [0.00, -0.07, 0.02], [-0.03, -0.02, 0.00], [-0.01, 0.01, 0.02], [0.03, 0.00, 0.02], [0.03, 0.03, 0.01], [-0.01, -0.02, 0.01], [0.02, -0.01, 0.02], [0.02, 0.01, -0.02], [0.00, -0.01, 0.01], [0.11, -0.04, 0.22], [-0.04, -0.08, -0.30], [0.08, 0.06, 0.11], [-0.24, 0.02, 0.10], [0.03, -0.08, -0.20], [0.00, 0.11, 0.11], [0.03, 0.05, -0.01], [-0.03, 0.04, -0.01], [-0.01, 0.01, 0.02], [-0.02, -0.03, -0.02], [0.03, 0.00, -0.07], [0.04, -0.06, -0.03], [-0.07, -0.12, 0.36], [0.19, 0.24, -0.14], [-0.23, -0.21, -0.08], [0.11, 0.07, 0.30], [-0.01, -0.01, -0.21], [-0.08, 0.02, -0.18], [0.04, 0.00, 0.00], [-0.01, -0.03, 0.03], [0.00, 0.03, -0.02], [-0.02, 0.00, -0.01], [0.05, -0.09, 0.26], [-0.07, 0.03, -0.29], [0.07, 0.06, 0.18], [-0.18, 0.36, -0.14], [0.10, -0.13, -0.01], [-0.01, -0.03, 0.17], [0.01, 0.00, 0.05], [-0.02, -0.02, -0.08], [-0.08, 0.00, -0.01], [0.04, 0.04, 0.06], [-0.02, 0.04, -0.04], [0.02, -0.01, 0.01], [-0.01, 0.01, 0.00], [0.02, 0.02, 0.01], [0.02, 0.00, 0.00], [-0.01, -0.01, 0.00], [0.00, 0.01, 0.01], [0.01, -0.02, 0.00], [0.02, 0.01, -0.09], [0.00, 0.07, -0.02], [-0.01, -0.05, 0.01], [-0.01, 0.05, -0.02], [-0.01, 0.00, -0.01], [-0.08, 0.10, 0.06], [-0.01, -0.38, 0.05], [0.05, 0.00, -0.01], [0.01, -0.01, -0.02], [0.07, -0.10, -0.01], [-0.03, -0.02, 0.03], [0.92, 0.50, 0.18], [-0.03, 0.12, 0.02], [0.14, 0.09, -0.08], [0.29, 0.08, -0.19], [0.23, -0.31, -0.58], [-0.03, 0.02, 0.00], [0.00, -0.01, 0.00]],
  "homo_lumo_gap_ev": [6.16, 5.87],
  "e_tot_ev": -112948.3211,
  "multiplicity": 4,
  "total_charge": 2,
  "de_lowest_ev": 0.000,
  "e_homo_ev": [-12.813, -12.813]
}

=====

{
  "formula": "C40H34FeGeN4OS2",
  "method": "wB97M-V/def2-TZVPD",
  "species": ["Fe", "C", "C", "N", "N", "C", "S", "S", "C", "C", "C", "C", "C", "C", "C", "C", "C", "C", "C", "C", "C", "O", "H", "H", "H", "H", "H", "H", "H", "H", "H", "H", "H", "H", "H", "H", "C", "C", "C", "C", "C", "C", "N", "N", "C", "C", "C", "C", "C", "C", "H", "H", "H", "H", "H", "H", "H", "H", "H", "Ge", "C", "C", "C", "C", "C", "C", "C", "C", "C", "C", "C", "C", "H", "H", "H", "H", "H", "H", "H", "H", "H", "H", "H"],
  "xyz": [[0.112, -0.614, 0.674], [2.303, -1.333, -3.109], [1.498, -1.478, -1.857], [1.190, -0.452, -1.125], [1.765, 0.752, -1.450], [1.872, 1.563, -0.460], [1.317, 1.276, 1.176], [2.507, 3.151, -0.872], [3.587, 3.568, 0.536], [4.921, 2.875, 0.485], [5.155, 1.707, 1.204], [6.383, 1.064, 1.123], [7.389, 1.584, 0.324], [7.166, 2.753, -0.390], [5.940, 3.392, -0.310], [1.094, -2.819, -1.419], [1.008, -3.850, -2.364], [0.710, -5.146, -2.003], [0.536, -5.459, -0.656], [0.628, -4.474, 0.303], [0.878, -3.143, -0.057], [0.906, -2.233, 0.923], [2.911, -0.436, -3.068], [1.624, -1.235, -3.960], [2.928, -2.207, -3.272], [3.062, 3.402, 1.475], [3.710, 4.646, 0.426], [4.379, 1.303, 1.839], [6.555, 0.160, 1.693], [8.348, 1.087, 0.265], [7.951, 3.170, -1.007], [5.771, 4.304, -0.871], [1.169, -3.617, -3.408], [0.639, -5.916, -2.759], [0.333, -6.479, -0.358], [0.501, -4.695, 1.354], [-0.238, 1.006, 6.223], [-1.572, 0.844, 5.868], [-1.906, 0.265, 4.657], [-0.877, -0.137, 3.809], [0.463, 0.035, 4.144], [0.776, 0.600, 5.369], [-1.153, -0.734, 2.559], [-2.151, -1.466, 2.477], [-2.337, -2.029, 1.202], [-2.876, -3.313, 1.183], [-2.944, -4.000, -0.016], [-2.483, -3.412, -1.190], [-1.999, -2.118, -1.167], [-1.919, -1.378, 0.021], [0.012, 1.459, 7.174], [-2.353, 1.174, 6.540], [-2.937, 0.130, 4.361], [1.244, -0.295, 3.470], [1.811, 0.725, 5.657], [-3.201, -3.759, 2.113], [-3.353, -5.002, -0.035], [-2.531, -3.949, -2.128], [-1.713, -1.655, -2.105], [-2.513, 0.599, -0.206], [-4.019, 0.297, -1.397], [-3.886, 0.196, -2.780], [-4.991, -0.047, -3.579], [-6.247, -0.188, -3.003], [-6.391, -0.085, -1.628], [-5.281, 0.154, -0.831], [-1.451, 2.114, -0.787], [-1.411, 3.208, 0.075], [-0.999, 4.449, -0.383], [-0.609, 4.603, -1.705], [-0.611, 3.513, -2.563], [-1.032, 2.274, -2.107], [-3.065, 0.851, 1.199], [-2.918, 0.314, -3.255], [-4.875, -0.118, -4.653], [-7.111, -0.372, -3.627], [-7.368, -0.187, -1.174], [-5.412, 0.232, 0.243], [-1.723, 3.103, 1.108], [-0.986, 5.295, 0.291], [-0.288, 5.571, -2.065], [-0.289, 3.628, -3.589], [-1.034, 1.436, -2.794]],
  "forces_ev_per_a": [[0.50, 0.11, 0.03], [0.05, 0.04, -0.05], [-0.03, -0.10, 0.13], [-0.45, -0.34, 0.47], [0.23, 0.22, -0.18], [-0.04, 0.19, -0.08], [-0.02, -0.12, 0.18], [0.00, -0.02, -0.07], [0.05, 0.01, 0.07], [0.01, -0.03, 0.01], [-0.02, 0.09, -0.04], [0.00, -0.02, 0.02], [0.02, -0.03, 0.01], [0.01, 0.02, -0.02], [-0.04, -0.01, -0.01], [-0.03, 0.12, 0.15], [-0.02, -0.11, -0.09], [0.02, 0.02, -0.08], [0.01, 0.06, 0.05], [0.01, 0.05, -0.04], [0.00, -0.11, 0.04], [0.11, -0.35, -0.07], [0.00, -0.01, -0.02], [0.01, 0.00, -0.01], [0.00, 0.01, 0.01], [-0.03, -0.08, -0.04], [0.01, 0.00, -0.01], [-0.09, -0.03, 0.03], [0.00, 0.00, 0.00], [0.00, 0.00, 0.00], [0.00, 0.00, 0.00], [0.00, 0.00, 0.00], [0.00, -0.01, 0.00], [0.00, 0.00, 0.00], [0.00, -0.01, 0.00], [0.00, 0.00, 0.00], [0.00, 0.02, 0.04], [-0.08, 0.01, 0.01], [0.20, -0.03, 0.03], [-0.09, 0.17, 0.21], [-0.17, 0.04, 0.08], [0.04, -0.01, -0.03], [0.31, -0.30, -0.70], [-0.08, 0.25, 0.46], [0.06, -0.31, -0.25], [0.11, 0.26, 0.06], [0.03, 0.00, -0.16], [-0.04, -0.09, 0.06], [0.15, 0.06, -0.07], [-0.05, 0.44, -0.15], [-0.01, 0.00, 0.00], [0.00, 0.00, -0.01], [0.00, -0.01, -0.02], [-0.01, -0.03, 0.00], [0.00, 0.00, -0.01], [0.00, 0.01, 0.02], [0.01, -0.01, -0.01], [-0.02, -0.03, 0.01], [-0.02, 0.01, 0.02], [-0.66, -0.08, -0.04], [0.09, 0.07, 0.03], [0.03, 0.02, -0.07], [-0.03, 0.00, -0.01], [0.01, 0.00, 0.00], [-0.05, -0.01, -0.03], [-0.06, -0.04, 0.09], [0.03, -0.20, -0.02], [-0.10, 0.03, 0.06], [0.02, 0.02, 0.00], [0.00, 0.00, -0.02], [0.02, 0.03, 0.00], [0.00, -0.08, -0.04], [0.08, 0.13, 0.06], [-0.01, 0.02, 0.01], [-0.01, 0.00, 0.00], [0.00, 0.00, 0.00], [-0.01, 0.00, -0.01], [0.01, 0.01, 0.00], [0.00, -0.01, -0.01], [0.01, 0.00, 0.00], [0.00, 0.01, 0.00], [0.01, 0.00, 0.00], [-0.01, 0.01, 0.01]],
  "homo_lumo_gap_ev": [6.72, 6.04],
  "e_tot_ev": -162606.5169,
  "multiplicity": 6,
  "total_charge": 1,
  "de_lowest_ev": 0.000,
  "e_homo_ev": [-10.628, -10.629]
}